Record 1
{"formula": "C18H27BNO3PS", "method": "ωB97M-V with the def2-TZVPD basis set", "orbital_gap_ha": 0.2709, "smiles": "COCCCCCB(ON=O)[PH2]=S.c1ccccc1.c1ccccc1", "e_lumo_ev": -1.6, "homo_ev": -8.95, "symbols": ["C", "O", "C", "C", "C", "C", "C", "B", "O", "N", "O", "P", "S", "H", "H", "H", "H", "H", "H", "H", "H", "H", "H", "H", "H", "H", "H", "H", "C", "C", "C", "C", "C", "C", "H", "H", "H", "H", "H", "H", "C", "C", "C", "C", "C", "C", "H", "H", "H", "H", "H", "H"], "coordinates": [[-1.725838, 2.885035, -1.266310], [-1.814796, 2.147943, 0.038116], [-1.831349, 0.706231, -0.249459], [-0.476458, -0.110100, 0.171794], [0.877295, 0.798254, 0.320120], [2.198106, 0.169553, -0.483289], [2.553719, 1.021943, -1.839650], [2.160082, 0.274392, -3.252272], [2.582736, 0.958755, -4.519475], [1.386395, 1.293246, -5.087215], [0.983086, 2.354365, -4.603526], [1.171871, -1.368288, -3.423657], [2.119997, -2.938921, -2.776217], [-2.818319, 2.915816, -1.718160], [-0.980231, 2.354315, -2.026285], [-1.324951, 3.980503, -1.129203], [-2.111771, 0.437658, -1.370974], [-2.718495, 0.246397, 0.404183], [-0.687168, -0.657134, 1.207859], [-0.333320, -0.996545, -0.614752], [0.781060, 1.909353, -0.033085], [1.187603, 0.814770, 1.470839], [2.101012, -0.987434, -0.634602], [3.121018, 0.325162, 0.256008], [2.036474, 2.090784, -1.808808], [3.720714, 1.215890, -1.873832], [0.938973, -1.583593, -4.854637], [-0.156206, -1.203497, -2.838894], [4.080387, -5.603298, 1.668829], [4.477335, -4.510896, 2.439477], [4.659519, -3.264174, 1.841764], [4.448805, -3.110494, 0.471286], [4.060862, -4.205011, -0.301034], [3.875009, -5.450947, 0.297288], [3.932010, -6.573056, 2.136020], [4.644062, -4.631075, 3.507019], [4.965575, -2.412273, 2.443293], [4.588145, -2.138759, 0.005772], [3.902345, -4.086835, -1.370172], [3.570413, -6.303255, -0.304295], [-4.419725, 2.285009, 3.399167], [-3.986213, 2.766007, 2.164049], [-4.910822, 3.254928, 1.241648], [-6.270752, 3.258911, 1.552784], [-6.705176, 2.769300, 2.784248], [-5.780243, 2.283831, 3.708208], [-3.698420, 1.910338, 4.120314], [-2.926729, 2.760599, 1.920429], [-4.572266, 3.632869, 0.280513], [-6.991102, 3.642137, 0.835414], [-7.765540, 2.766798, 3.024607], [-6.118723, 1.904494, 4.668754]], "forces_ev_per_angstrom": [[-0.1, 0.1, -0.4], [0.7, -0.7, -3.0], [-1.1, -1.5, 0.6], [-0.1, -0.4, 0.2], [1.1, -0.6, 0.4], [0.4, 0.8, 1.3], [0.4, -0.6, 0.0], [1.3, 2.4, 0.5], [0.0, -1.3, 2.4], [-1.9, 3.9, 1.0], [1.0, -3.4, -1.9], [-1.2, -1.0, -1.2], [0.2, 0.1, 0.3], [2.3, 0.0, 0.7], [-1.6, 1.0, 1.6], [-0.9, -2.2, 0.2], [0.6, 1.0, 2.2], [1.8, 1.1, -1.4], [0.5, 1.3, -2.2], [-0.2, 2.0, 1.7], [-0.2, -2.1, 0.7], [-0.9, 0.1, -2.5], [0.1, 2.2, 0.1], [-2.0, -0.4, -1.6], [1.1, -2.2, -0.2], [-2.3, -0.2, 0.0], [-0.2, 0.7, 1.1], [0.8, 0.2, -0.6], [0.0, 0.2, -0.1], [0.0, 0.0, -0.1], [-0.1, -0.1, -0.1], [0.0, -0.2, 0.1], [0.1, -0.1, 0.1], [0.1, 0.2, 0.2], [0.0, 0.1, -0.1], [0.0, 0.0, -0.2], [0.0, -0.1, -0.1], [0.0, -0.1, 0.0], [0.1, 0.0, 0.3], [0.0, 0.1, 0.1], [-0.2, 0.1, -0.1], [0.0, 0.0, 0.2], [-0.1, -0.1, 0.2], [0.2, -0.1, 0.1], [0.1, 0.0, 0.0], [0.1, 0.0, -0.2], [-0.1, 0.0, -0.1], [-0.3, 0.0, 0.0], [0.0, -0.1, 0.1], [0.1, -0.1, 0.1], [0.2, 0.0, 0.0], [0.0, 0.1, -0.1]], "nbo_charge": [-0.28, -0.58, -0.08, -0.45, -0.42, -0.43, -0.84, 0.78, -0.58, 0.38, -0.26, 0.47, -0.56, 0.19, 0.18, 0.21, 0.18, 0.20, 0.22, 0.20, 0.21, 0.22, 0.24, 0.22, 0.27, 0.27, 0.03, 0.01, -0.21, -0.22, -0.20, -0.22, -0.20, -0.21, 0.21, 0.21, 0.21, 0.21, 0.22, 0.21, -0.24, -0.16, -0.23, -0.22, -0.22, -0.21, 0.21, 0.22, 0.21, 0.21, 0.21, 0.21]}

Record 2
{"formula": "C18H27Br2F6N2O3PSi2", "method": "ωB97M-V with the def2-TZVPD basis set", "orbital_gap_ha": 0.0758, "e_lumo_ev": -3.9, "homo_ev": -5.98, "symbols": ["C", "C", "Br", "C", "Br", "C", "C", "N", "C", "C", "F", "F", "C", "F", "F", "F", "C", "P", "C", "O", "C", "C", "O", "O", "F", "H", "H", "H", "H", "H", "H", "H", "H", "H", "C", "Si", "C", "C", "N", "Si", "C", "C", "C", "H", "H", "H", "H", "H", "H", "H", "H", "H", "H", "H", "H", "H", "H", "H", "H", "H", "H"], "coordinates": [[0.965071, 2.378621, 5.059508], [-0.204627, 3.296370, 4.369265], [-0.201514, 5.271041, 4.864059], [-1.208180, 2.738842, 3.406146], [-2.528310, 4.104535, 2.661400], [-1.245608, 1.136027, 2.930364], [0.111130, 0.331881, 2.483026], [0.192228, -1.112214, 2.028340], [-1.085073, -1.967733, 1.917397], [-1.061018, -3.536052, 1.381514], [-1.803650, -3.623853, 0.070638], [-1.585877, -4.509888, 2.398195], [0.477392, -4.072858, 1.029122], [0.342548, -5.489139, 0.561368], [1.059743, -3.271936, -0.075322], [1.339161, -3.977501, 2.263646], [-2.576989, -1.315397, 2.299962], [-4.101486, -2.446612, 2.076205], [-5.457212, -2.136548, 3.385000], [-4.814963, -2.007887, 0.509685], [-2.670403, 0.264953, 2.839081], [-4.102960, 0.978721, 3.250485], [-4.848711, 1.489594, 2.235964], [-4.660393, 1.063771, 4.611474], [-4.001031, 0.180785, 5.327697], [0.590037, 1.307157, 5.382483], [1.466866, 2.978940, 5.957961], [1.843321, 2.249627, 4.261151], [1.131269, 0.949007, 2.544729], [1.153083, -1.471709, 1.776205], [-6.318174, -2.949859, 3.236353], [-5.966075, -1.100033, 3.145013], [-5.105838, -2.250750, 4.499906], [-4.033056, -1.756415, -0.095683], [-0.256944, 0.142108, -1.350698], [1.378069, 0.148030, -2.300853], [1.736189, -1.627943, -2.785334], [2.705058, 0.722028, -1.105719], [1.204255, 1.202018, -3.676514], [2.521534, 1.454798, -4.787695], [3.055981, -0.120217, -5.653162], [4.020685, 2.233347, -3.973592], [1.941270, 2.652082, -6.132436], [-0.180567, -0.509241, -0.476014], [-0.508042, 1.150198, -1.006703], [-1.070925, -0.224884, -1.981804], [1.616238, -2.285978, -1.918792], [2.759912, -1.749329, -3.146066], [1.047438, -1.968074, -3.563746], [2.595310, 1.787187, -0.881307], [3.707462, 0.548726, -1.503117], [2.627204, 0.169004, -0.164386], [3.605617, -0.783807, -4.981533], [3.720276, 0.117627, -6.490262], [2.192324, -0.660653, -6.052106], [3.732659, 3.098398, -3.368417], [4.727118, 2.576331, -4.735860], [4.549885, 1.521253, -3.336591], [1.648658, 3.611592, -5.694270], [1.084629, 2.238731, -6.674435], [2.748005, 2.833181, -6.850930]], "forces_ev_per_angstrom": [[0.6, 0.8, -0.5], [-2.0, -2.4, -2.2], [0.1, -2.7, -0.7], [2.8, 0.7, 2.2], [1.4, -2.2, 0.6], [0.1, -2.6, -0.9], [-2.6, 0.2, 0.4], [-3.7, 2.0, 1.2], [-2.1, 2.5, 1.0], [0.0, -0.4, -0.4], [2.1, 0.1, 4.4], [1.5, 3.2, -3.5], [0.5, -1.3, -0.9], [1.0, 5.2, 1.9], [-1.8, -2.8, 4.2], [-2.8, -0.3, -4.5], [3.5, 3.5, 0.6], [-0.2, -1.5, -1.3], [-1.6, 1.1, -0.2], [2.6, 0.7, 1.6], [3.5, -1.3, -0.3], [-3.9, 2.4, -6.2], [5.1, -3.5, 7.4], [-0.2, 2.2, -5.6], [2.1, -2.7, 2.6], [0.6, 2.4, -0.6], [-1.4, -1.5, -1.9], [-1.9, 0.3, 1.7], [-2.5, -1.8, -0.4], [-1.6, 0.4, 0.3], [2.2, 1.6, 0.0], [0.9, -1.9, 0.9], [-0.4, 0.4, -2.4], [-1.7, -0.6, 1.2], [0.1, -0.1, 0.2], [-0.8, 1.4, -2.0], [0.1, -0.3, 0.3], [0.2, 0.0, 0.3], [1.3, -0.9, 0.8], [-1.7, 0.2, 0.5], [0.3, -0.1, -0.2], [0.3, 0.1, 0.0], [0.2, -0.1, 0.1], [-0.1, -0.1, 0.1], [0.0, 0.0, -0.1], [0.1, 0.1, 0.0], [0.0, 0.0, -0.2], [-0.1, 0.0, 0.0], [0.1, 0.1, 0.0], [0.0, -0.1, -0.1], [-0.1, 0.1, 0.0], [0.0, -0.1, 0.2], [-0.1, 0.0, 0.0], [0.0, 0.0, 0.0], [0.1, 0.0, 0.1], [0.0, -0.1, 0.0], [0.0, 0.0, 0.0], [0.0, 0.0, 0.0], [0.0, -0.1, 0.0], [0.1, 0.1, 0.1], [-0.1, 0.1, 0.0]], "nbo_charge": [-0.69, -0.02, 0.10, -0.19, 0.12, -0.04, 0.10, -0.53, 0.16, 0.61, -0.32, -0.31, 0.94, -0.30, -0.31, -0.33, -0.30, 1.07, -0.99, -0.94, -0.04, 0.69, -0.48, -0.09, -0.10, 0.25, 0.27, 0.23, 0.28, 0.47, 0.28, 0.25, 0.27, 0.51, -1.11, 1.78, -1.13, -1.12, -1.47, 1.78, -1.13, -1.13, -1.11, 0.18, 0.23, 0.24, 0.21, 0.23, 0.24, 0.24, 0.24, 0.18, 0.22, 0.22, 0.23, 0.23, 0.23, 0.22, 0.23, 0.23, 0.21]}

Record 3
{"formula": "C18H27BrN2O3S", "method": "ωB97M-V with the def2-TZVPD basis set", "orbital_gap_ha": 0.3228, "smiles": "CC[C@@H]1CCCCN1CCNC(=O)CCS(=O)(=O)c1ccc(Br)cc1", "e_above_lowest_ev": 0.306, "e_lumo_ev": 0.4, "homo_ev": -8.35, "symbols": ["C", "C", "C", "C", "C", "C", "C", "N", "C", "C", "N", "C", "O", "C", "C", "S", "O", "O", "C", "C", "C", "C", "Br", "C", "C", "H", "H", "H", "H", "H", "H", "H", "H", "H", "H", "H", "H", "H", "H", "H", "H", "H", "H", "H", "H", "H", "H", "H", "H", "H", "H", "H"], "coordinates": [[0.375972, -3.235859, -5.181578], [0.163218, -3.028579, -3.686727], [1.469156, -2.685700, -2.952740], [2.350746, -3.918768, -2.686370], [1.768629, -4.816718, -1.596386], [1.485328, -3.995248, -0.342269], [0.599695, -2.799518, -0.707667], [1.170742, -1.940008, -1.732069], [2.257017, -1.092107, -1.275702], [1.737403, 0.063315, -0.410363], [1.884176, -0.206402, 1.003281], [2.172627, 0.756404, 1.894541], [2.340718, 1.924430, 1.603124], [2.279766, 0.249169, 3.332807], [1.004827, 0.566378, 4.089365], [-0.424971, -0.204863, 3.252733], [-1.528886, -0.209020, 4.172650], [-0.002042, -1.483307, 2.727170], [-0.903022, 0.814645, 1.843150], [-1.501942, 0.148028, 0.788810], [-1.934886, 0.852960, -0.320428], [-1.754673, 2.227086, -0.348151], [-2.323419, 3.204186, -1.869427], [-1.169769, 2.902242, 0.711285], [-0.749017, 2.187710, 1.820222], [0.790843, -2.340017, -5.638201], [1.057234, -4.062485, -5.368862], [-0.570236, -3.460694, -5.668276], [-0.527700, -2.197545, -3.534341], [-0.290954, -3.925209, -3.266104], [2.026165, -2.003725, -3.606681], [2.476684, -4.484111, -3.610415], [3.340043, -3.575631, -2.372336], [0.841181, -5.274689, -1.945677], [2.469329, -5.624377, -1.371881], [0.981773, -4.602011, 0.411303], [2.426849, -3.645040, 0.087302], [0.381604, -2.205557, 0.180320], [-0.353973, -3.170789, -1.092340], [2.728866, -0.666447, -2.163617], [3.035538, -1.630696, -0.713022], [0.687708, 0.242950, -0.666490], [2.300794, 0.979256, -0.601921], [1.561411, -1.099729, 1.351002], [3.123016, 0.752971, 3.809779], [2.448014, -0.827518, 3.343130], [0.811813, 1.632939, 4.146116], [1.002320, 0.144038, 5.091968], [-1.617176, -0.922573, 0.846413], [-2.397333, 0.343765, -1.151560], [-1.040960, 3.972418, 0.670656], [-0.298706, 2.714254, 2.644876]], "forces_ev_per_angstrom": [[-0.1, -0.1, 0.2], [0.3, 0.1, -0.1], [-0.1, -0.1, -0.2], [-0.2, 0.1, -0.1], [0.2, 0.1, 0.1], [-0.2, 0.0, -0.1], [0.1, -0.1, 0.1], [0.0, 0.1, -0.2], [-0.2, 0.2, 0.1], [0.2, 0.1, -0.1], [0.0, -0.3, -0.3], [0.4, -0.4, 0.3], [0.1, 0.4, 0.1], [0.1, 0.1, -0.2], [-0.5, -0.2, -0.7], [-0.4, 0.1, 0.4], [0.0, 0.3, 0.2], [0.2, -0.1, 0.0], [0.3, -0.2, 0.5], [0.0, -0.1, 0.0], [0.0, 0.1, 0.1], [0.0, 0.1, 0.0], [0.0, -0.1, 0.1], [-0.1, 0.0, -0.1], [0.0, 0.0, 0.0], [0.1, 0.1, -0.1], [0.1, -0.1, -0.1], [0.0, 0.0, -0.1], [0.0, 0.0, 0.1], [-0.1, 0.0, 0.1], [-0.1, 0.0, 0.1], [0.1, 0.0, -0.1], [0.1, 0.0, 0.0], [0.0, -0.1, 0.0], [-0.1, 0.0, 0.0], [0.0, 0.0, 0.1], [0.0, 0.0, 0.1], [-0.2, 0.0, 0.0], [-0.1, 0.0, 0.1], [0.0, -0.1, 0.0], [0.1, 0.0, -0.1], [0.1, 0.0, 0.0], [-0.1, -0.1, 0.0], [0.1, 0.2, 0.1], [-0.1, 0.0, -0.1], [0.1, 0.0, 0.1], [0.0, 0.1, 0.1], [-0.2, -0.1, 0.0], [0.0, -0.2, -0.1], [0.0, 0.0, 0.0], [0.0, 0.1, 0.0], [0.1, 0.1, 0.1]], "nbo_charge": [-0.60, -0.41, -0.03, -0.42, -0.40, -0.42, -0.22, -0.46, -0.22, -0.24, -0.63, 0.67, -0.64, -0.51, -0.62, 2.15, -0.93, -0.98, -0.24, -0.21, -0.23, -0.06, 0.07, -0.23, -0.18, 0.20, 0.20, 0.21, 0.21, 0.19, 0.20, 0.21, 0.20, 0.19, 0.21, 0.22, 0.19, 0.20, 0.20, 0.21, 0.17, 0.21, 0.23, 0.42, 0.25, 0.23, 0.24, 0.26, 0.25, 0.24, 0.24, 0.23]}

Record 4
{"formula": "C18H27BrNO5S", "method": "ωB97M-V with the def2-TZVPD basis set", "orbital_gap_ha": 0.3375, "total_charge": 1, "e_lumo_ev": -3.9, "homo_ev": -13.07, "symbols": ["C", "C", "C", "C", "N", "C", "C", "C", "C", "O", "O", "C", "C", "O", "Br", "C", "C", "C", "C", "H", "H", "H", "H", "H", "H", "H", "H", "H", "H", "H", "H", "H", "H", "H", "H", "H", "H", "H", "C", "C", "C", "S", "O", "O", "C", "H", "H", "H", "H", "H", "H", "H", "H"], "coordinates": [[5.469509, -2.200723, 1.358672], [4.721776, -1.328890, 2.404414], [3.217633, -1.203616, 2.096919], [2.926105, -0.362482, 0.827863], [1.696633, -0.893005, 0.186136], [1.847313, -1.995990, -0.567083], [0.802928, -2.595298, -1.169830], [-0.465284, -2.044149, -0.985343], [-1.706955, -2.673602, -1.601145], [-1.951322, -2.496907, -2.761427], [-2.510655, -3.462401, -0.832996], [-2.033547, -3.726714, 0.475728], [-2.987161, -4.676481, 1.209676], [-3.929447, -5.212818, 0.732014], [-2.479039, -4.973064, 3.089300], [-0.591183, -0.906352, -0.239062], [0.507314, -0.317512, 0.364758], [0.251508, 0.921611, 1.169698], [-0.730787, 0.714316, 2.357634], [6.429841, -1.725649, 1.137505], [5.669927, -3.209379, 1.721832], [4.905107, -2.259494, 0.420879], [5.156799, -0.330724, 2.504694], [4.795890, -1.869573, 3.353257], [2.624725, -0.817382, 2.934346], [2.846576, -2.224551, 1.922386], [3.742615, -0.499857, 0.112753], [2.876222, 0.702229, 1.034619], [2.838948, -2.419245, -0.669968], [0.993372, -3.478285, -1.768674], [-1.976260, -2.831059, 1.105502], [-1.060221, -4.235282, 0.483411], [-1.577489, -0.472361, -0.115529], [-0.226221, 1.632417, 0.490225], [1.144262, 1.414117, 1.553036], [-1.235941, 1.673116, 2.511312], [-1.517751, -0.013416, 2.151580], [-0.151920, 0.495163, 3.256991], [-2.167497, 4.698272, -3.182589], [-3.613670, 4.565054, -2.690510], [-3.690052, 3.299548, -1.827368], [-2.051982, 3.069288, -1.133846], [-1.486568, 1.845836, -1.666355], [-2.087134, 3.319748, 0.288766], [-1.288792, 4.458481, -1.958721], [-1.978204, 5.675470, -3.623347], [-1.964384, 3.940154, -3.942458], [-3.875090, 5.437380, -2.088313], [-4.318733, 4.516972, -3.518532], [-4.408155, 3.402404, -1.017172], [-3.927245, 2.420096, -2.424109], [-0.257352, 4.217433, -2.207620], [-1.322314, 5.307213, -1.275758]], "forces_ev_per_angstrom": [[0.1, 0.9, 0.1], [-0.5, -0.6, 0.0], [0.0, -0.1, -0.3], [0.8, -0.8, 0.5], [0.7, 1.0, 0.2], [0.6, -0.3, -0.1], [-0.5, -0.5, -0.5], [-0.6, -0.6, 0.0], [-0.1, -0.3, -1.1], [0.1, 0.0, 0.9], [0.8, 0.5, 0.1], [-0.2, -0.5, 1.1], [-0.9, -0.5, -0.8], [0.9, 0.5, 0.5], [0.1, 0.2, -0.5], [-0.6, -0.1, -0.1], [-0.6, 0.5, 0.3], [-0.2, 0.2, 0.3], [0.4, 0.6, -0.3], [-0.1, -0.3, -0.1], [-0.2, 0.1, 0.0], [0.2, -0.1, 0.1], [0.1, -0.2, 0.1], [0.1, 0.5, 0.1], [0.3, 0.1, 0.0], [0.0, 0.2, 0.0], [-0.2, 0.0, 0.0], [-0.3, -0.1, -0.1], [0.0, 0.3, 0.2], [-0.2, 0.1, 0.0], [0.1, 0.0, -0.2], [-0.1, 0.2, -0.1], [0.2, 0.2, 0.1], [0.1, -0.1, -0.1], [0.0, -0.2, -0.1], [0.1, -0.2, 0.1], [0.3, -0.1, 0.1], [-0.4, -0.3, 0.0], [-0.1, -0.1, 0.0], [0.1, 0.1, 0.0], [-0.3, 0.1, -0.2], [-0.3, 0.7, -0.3], [0.1, -0.2, 0.4], [0.3, -0.5, 0.1], [0.1, 0.2, -0.3], [0.0, 0.0, 0.0], [0.0, 0.0, 0.0], [0.0, 0.0, 0.0], [0.0, 0.0, 0.0], [0.1, -0.1, 0.1], [0.1, -0.1, 0.1], [0.0, -0.1, 0.1], [0.0, -0.1, 0.1]], "nbo_charge": [-0.61, -0.41, -0.40, -0.22, -0.27, 0.08, -0.22, -0.03, 0.76, -0.48, -0.46, -0.20, 0.51, -0.44, -0.03, -0.21, 0.33, -0.47, -0.60, 0.23, 0.23, 0.17, 0.21, 0.23, 0.22, 0.20, 0.23, 0.24, 0.24, 0.26, 0.22, 0.22, 0.26, 0.28, 0.23, 0.25, 0.21, 0.22, -0.41, -0.40, -0.68, 2.16, -0.97, -0.95, -0.67, 0.24, 0.22, 0.22, 0.24, 0.26, 0.25, 0.26, 0.25]}